Here is a structure of composition C24H44Br6CsF8N4O14S3 from the OMol25 dataset. Energies are from ωB97M-V/def2-TZVPD.

Results
Highest occupied orbital energy, Ha: -0.112
Molar mass, g mol⁻¹: 1473.14
Frontier orbital gap, eV: 1.6
DFT total energy, eV: -535251.351
Net charge: -1

Structure (XYZ):
```
104
C24H44Br6CsF8N4O14S3 | the OMol25 dataset | ωB97M-V/def2-TZVPD
Cs 1.69 2.82 3.12
Br 0.20 6.23 0.62
Br 2.19 2.09 0.41
Br -6.86 -2.08 -4.71
Br 2.39 5.50 2.87
Br -4.18 0.45 -4.54
Br -0.45 3.98 2.84
S -3.94 2.48 2.67
S 0.54 8.13 5.35
S 2.25 -3.69 -1.25
F -0.55 -3.86 2.60
F -0.53 -2.19 4.31
F -0.77 9.82 7.02
F 0.99 8.89 7.92
F 1.09 -6.66 2.11
F 1.88 -1.77 3.16
F 0.47 -0.15 2.15
F 1.23 10.51 6.46
O -0.79 3.46 -6.08
O -0.28 7.00 5.81
O -2.94 2.01 3.64
O 5.61 2.43 7.04
O -4.00 3.95 2.70
O 1.96 7.78 5.19
O -2.91 0.69 -9.41
O 0.74 2.04 -6.59
O -3.22 -3.70 4.27
O -2.17 -1.38 -7.51
O -0.02 8.81 4.18
O -5.26 1.93 3.02
O 0.27 2.41 -4.52
O -3.57 2.03 1.32
N 0.07 2.64 -5.73
N 6.24 0.22 6.74
N 1.15 -2.15 0.77
N -0.40 -2.84 -6.42
C 2.10 -6.01 1.19
C -6.95 -0.20 -4.19
C 6.88 -0.76 5.88
C 2.44 -4.46 1.59
C 0.69 -1.81 -6.61
C 1.86 -3.32 0.58
C 5.71 -0.20 8.02
C -0.50 -0.64 -0.81
C -0.53 -2.40 2.82
C 0.47 -2.36 -3.32
C 6.13 1.55 6.37
C 0.02 0.84 -1.39
C -3.40 -4.69 5.26
C 0.50 9.38 6.74
C 0.73 -2.72 -1.75
C 0.88 -0.75 -5.38
C 0.85 -1.54 -0.62
C -1.79 -2.27 -6.58
C -3.01 -2.81 -5.58
C 0.77 -1.63 2.15
C 1.61 -1.42 -4.03
C 0.25 1.96 -0.21
C -6.05 0.65 -5.05
C 0.50 5.63 2.45
H 7.73 -1.19 6.42
H 0.00 3.06 -0.62
H 1.07 0.73 -1.95
H -7.99 0.08 -4.32
H 5.88 -1.27 8.17
H -0.23 -3.35 -1.45
H -2.16 0.67 -10.06
H -2.70 -4.53 6.08
H -0.19 -0.39 -5.05
H 2.08 -0.60 -3.34
H 1.91 -1.04 -0.85
H -2.30 -3.78 3.95
H -1.13 -0.49 0.19
H -3.24 -5.68 4.83
H 2.48 -2.10 -4.47
H 6.21 0.37 8.81
H -3.77 0.49 -9.85
H -3.96 -3.14 -6.19
H -3.35 -1.94 -4.87
H -0.62 -1.93 -3.54
H 4.64 0.02 8.05
H 7.23 -0.31 4.95
H -1.57 -1.99 2.39
H -0.46 1.76 0.70
H 0.08 6.40 3.11
H 0.47 -1.22 -7.62
H 0.50 -3.40 -3.91
H -6.27 1.71 -4.92
H -0.25 -3.70 -7.04
H -0.72 1.27 -2.23
H 1.70 -2.40 -6.77
H -6.11 0.40 -6.12
H 1.67 -6.16 0.11
H 3.61 -4.27 1.75
H 3.09 -6.66 1.24
H -1.26 -1.03 -1.61
H -2.74 0.08 -8.65
H -2.68 -3.71 -4.90
H 6.57 1.76 5.38
H -6.69 -0.15 -3.12
H 6.15 -1.54 5.65
H 1.50 0.21 -5.71
H 1.97 -4.28 2.68
H -4.42 -4.63 5.64
```